Entry 1:
63
Properties=species:S:1:pos:R:3 method="wB97M-V/def2-TZVPD" charge=+2 homo_lumo_gap_ev=6.1 homo_ev=-14.27 energy_ha=-1712.90563
Ir -0.0895 -0.7109 0.0582
N -0.8847 -2.2601 1.2799
N 0.1045 -2.8777 2.0819
C 1.3210 -2.3383 2.1937
N 2.2182 -2.9100 2.9711
S 1.7265 -0.8928 1.3508
H -1.6340 -1.9013 1.8811
H -1.2654 -2.9741 0.6562
H -0.1463 -3.7465 2.5338
H 2.0232 -3.7367 3.5167
H 3.1593 -2.5473 3.0107
C 0.0465 -0.2921 -3.6790
C 1.4437 0.0169 -3.2188
C 2.5462 -0.2609 -4.0167
C 3.8228 0.0924 -3.6083
C 4.0193 0.7631 -2.4111
C 2.9487 1.0648 -1.5770
C 3.1458 1.8927 -0.3353
C 1.6896 0.6429 -1.9982
N 0.5721 0.8182 -1.0929
C -0.0766 1.9226 -0.9858
C 0.1456 3.1233 -1.8267
C -1.1007 1.9386 0.1216
C -1.9553 3.1307 0.3453
N -1.1527 0.8538 0.8113
C -2.0702 0.6463 1.9018
C -1.7079 1.0533 3.1842
C -0.4244 1.7936 3.4415
C -2.5988 0.7595 4.2127
C -3.7847 0.0867 3.9630
C -4.1087 -0.3158 2.6752
C -3.2518 -0.0436 1.6137
C -3.6080 -0.4367 0.2029
H 0.0675 -0.8654 -4.6029
H -0.5158 0.6251 -3.8746
H -0.5143 -0.8834 -2.9503
H 2.3975 -0.7593 -4.9656
H 4.6707 -0.1411 -4.2376
H 5.0155 1.0726 -2.1220
H 4.2052 1.9960 -0.1118
H 2.6608 1.4825 0.5536
H 2.7492 2.9024 -0.4734
H 0.9574 2.9655 -2.5318
H 0.3668 3.9909 -1.2020
H -0.7687 3.3544 -2.3796
H -2.4955 3.3854 -0.5689
H -1.3265 3.9917 0.5862
H -2.6635 2.9703 1.1537
H 0.4102 1.3720 2.8783
H -0.1695 1.7628 4.4986
H -0.5131 2.8468 3.1632
H -2.3565 1.0677 5.2219
H -4.4639 -0.1248 4.7777
H -5.0391 -0.8366 2.4868
H -4.3824 -1.2013 0.1933
H -2.7557 -0.8363 -0.3674
H -3.9850 0.4147 -0.3682
B 1.3973 -4.2172 -2.6777
C 0.9533 -3.1047 -1.6973
N 0.5917 -2.2717 -0.9700
H 0.5076 -4.2606 -3.4973
H 2.4401 -3.8219 -3.1420
H 1.4851 -5.2308 -2.0305

***

Entry 2:
69
Properties=species:S:1:pos:R:3 method="wB97M-V/def2-TZVPD" charge=+2 homo_lumo_gap_ev=8.0 homo_ev=-14.33 energy_ha=-5127.43785
In -0.4060 -1.0119 0.9477
C -2.0009 -3.9292 1.0388
C -0.9602 -4.2095 1.9193
C 0.3463 -4.3062 1.4473
C 0.6102 -4.1406 0.0908
C -0.4346 -3.8841 -0.7931
C -1.7374 -3.7704 -0.3192
H -3.0192 -3.8818 1.4022
H -1.1715 -4.4034 2.9648
H 1.1519 -4.5607 2.1271
H 1.6191 -4.2629 -0.2841
H -0.2358 -3.8395 -1.8572
H -2.5540 -3.6122 -1.0117
N 2.0471 1.3710 1.4957
C 2.5672 2.1569 2.6797
C 3.6324 1.3203 3.3922
C 3.0491 0.0315 3.9793
N 2.6175 -0.8604 2.8690
C 1.8841 0.3635 4.9174
C 0.8014 1.2732 4.3312
N -0.0706 0.5297 3.3901
C 1.4216 2.4909 3.6381
H 2.6517 1.4083 0.6778
H 1.1151 1.6530 1.2014
H 2.0159 0.3631 1.8028
H 3.0024 3.0795 2.3066
H 4.0420 1.9171 4.2076
H 4.4595 1.0920 2.7123
H 3.8201 -0.4581 4.5748
H 2.0506 -1.6189 3.2313
H 3.4292 -1.2884 2.4333
H 2.3022 0.8697 5.7909
H 1.4275 -0.5622 5.2834
H 0.2084 1.6471 5.1656
H -0.7763 1.1703 3.0317
H -0.5921 -0.1645 3.9180
H 1.8207 3.1460 4.4125
H 0.6454 3.0534 3.1068
Br -2.2290 -1.1515 -5.5125
C -0.4005 -1.0876 -4.9272
C 0.6601 -0.9270 -5.8006
C 1.8985 -0.5818 -5.2657
C 2.0351 -0.2461 -3.9180
C 0.9545 -0.3934 -3.0641
C -0.2239 -0.9548 -3.5603
C 0.8247 0.2448 -1.6889
O 1.5755 -0.0081 -0.7243
O -0.1619 1.0514 -1.6005
H 0.5270 -1.0460 -6.8693
H 2.7529 -0.5064 -5.9275
H 2.9692 0.1639 -3.5512
H -1.0047 -1.2405 -2.8758
F -4.6717 2.4750 0.8441
C -4.4277 1.3575 0.1973
F -5.1688 1.2956 -0.9098
F -4.6845 0.3133 0.9616
S -2.6546 1.2454 -0.3145
O -2.5826 2.2650 -1.4681
O -2.5789 -0.1062 -0.8308
O -1.8574 1.5732 0.8318
C -1.0385 2.8745 -3.9861
Te -2.1326 1.2474 -3.2354
C -3.9188 2.0463 -4.0588
H -1.1294 2.8688 -5.0727
H -0.0048 2.7656 -3.6794
H -1.4840 3.7733 -3.5711
H -4.1011 3.0417 -3.6659
H -4.7541 1.3883 -3.8404
H -3.7682 2.0873 -5.1379